Entry 1:
The following is a quantum chemistry calculation of C57H55NO5RhS3 as an isolated structure at a distorted geometry, from OMol25.

Geometry as XYZ:
```
122
Properties=species:S:1:pos:R:3
Rh 0.117 0.152 -0.813
O 1.998 1.105 -0.693
C 2.815 1.196 0.394
C 1.999 1.170 1.723
C 1.333 -0.125 2.196
C 2.164 -1.000 3.193
C 2.045 -2.464 2.964
C 1.131 -2.966 2.133
C 0.379 -2.086 1.262
C -0.635 -2.658 0.343
C 0.031 -2.900 -1.071
O 0.593 -1.761 -1.529
C 1.056 -4.012 -0.834
C 2.394 -3.688 -0.688
C 3.314 -4.666 -0.358
C 2.897 -5.971 -0.166
C 1.561 -6.302 -0.330
C 0.640 -5.328 -0.667
C -1.009 -3.392 -2.088
C -2.380 -3.334 -1.895
C -3.244 -3.789 -2.879
C -2.747 -4.312 -4.059
C -1.377 -4.366 -4.261
C -0.516 -3.894 -3.288
N 0.626 -0.825 1.174
C 3.432 2.613 0.281
C 4.770 2.831 -0.013
C 5.259 4.121 -0.151
C 4.416 5.209 -0.026
C 3.071 4.998 0.217
C 2.582 3.712 0.353
C 3.928 0.149 0.377
C 4.881 0.068 1.388
C 5.949 -0.805 1.275
C 6.084 -1.607 0.152
C 5.139 -1.532 -0.856
C 4.075 -0.652 -0.747
H 1.182 1.874 1.551
H 2.629 1.549 2.529
H 3.209 -0.707 3.279
H 2.706 -3.108 3.523
H 0.978 -4.027 2.016
H -1.421 -1.914 0.199
H -1.037 -3.597 0.722
H 2.699 -2.666 -0.834
H 4.354 -4.400 -0.244
H 3.611 -6.735 0.097
H 1.236 -7.322 -0.192
H -0.400 -5.586 -0.807
H -2.802 -2.936 -0.987
H -4.311 -3.742 -2.706
H -3.425 -4.669 -4.821
H -0.979 -4.783 -5.174
H 0.550 -3.914 -3.454
H 5.455 2.006 -0.130
H 6.306 4.276 -0.361
H 4.803 6.214 -0.114
H 2.396 5.836 0.304
H 1.524 3.573 0.518
H 4.820 0.713 2.254
H 6.701 -0.835 2.053
H 6.932 -2.269 0.059
H 5.238 -2.136 -1.747
H 3.349 -0.563 -1.543
O -1.921 -0.325 -2.005
S -2.987 -0.153 -3.016
C -3.135 1.687 -3.233
C -2.045 2.165 -4.183
C -1.787 3.680 -4.042
C -0.350 4.007 -3.660
S 0.133 3.469 -1.942
O -0.544 2.160 -1.747
C -0.988 4.629 -1.090
C -2.068 4.097 -0.409
C -2.968 4.941 0.217
C -2.758 6.310 0.197
C -1.642 6.833 -0.435
C -0.755 5.995 -1.090
C -4.529 -0.308 -2.056
C -4.424 -0.470 -0.688
C -5.561 -0.662 0.075
C -6.802 -0.700 -0.544
C -6.904 -0.538 -1.916
C -5.765 -0.347 -2.681
H -2.991 2.108 -2.237
H -4.133 1.919 -3.600
H -2.322 1.930 -5.212
H -1.129 1.616 -3.953
H -2.464 4.100 -3.294
H -2.006 4.186 -4.985
H -0.173 5.080 -3.679
H 0.356 3.520 -4.330
H -2.182 3.024 -0.374
H -3.833 4.530 0.719
H -3.457 6.971 0.686
H -1.462 7.896 -0.416
H 0.103 6.408 -1.598
H -3.440 -0.438 -0.239
H -5.482 -0.792 1.145
H -7.692 -0.858 0.046
H -7.874 -0.570 -2.392
H -5.842 -0.229 -3.751
C 1.542 -2.187 6.241
C 0.654 -1.594 5.200
C -0.606 -1.991 4.990
C -1.437 -1.389 3.970
C -1.017 -0.361 3.230
C 0.341 0.225 3.366
C 1.268 -0.505 4.366
S -2.088 0.236 1.885
C -3.010 1.492 2.867
O -1.261 1.076 0.975
H 1.111 -3.095 6.655
H 1.693 -1.477 7.057
H 2.523 -2.409 5.824
H -1.038 -2.788 5.575
H -2.433 -1.786 3.832
H 0.254 1.301 3.535
H 1.803 0.188 5.016
H -2.315 2.252 3.197
H -3.474 0.994 3.708
H -3.765 1.930 2.222
```

The relative energy (zero: lowest compared OMol25 entry of this formula, charge and spin) comes out at 84.23 kcal/mol. As for the charge: +1. The calculation puts the total energy at -107232.8839 eV. The calculation puts the LUMO energy (spin up / spin down) at -3.74 / -3.26 eV. The value obtained for the gap between HOMO and LUMO (spin up / spin down) is 6.8 / 7.3 eV.


Entry 2:
The following is a quantum chemistry calculation of C57H56AuN5O4S2 as an isolated structure at a distorted geometry, from OMol25.

Geometry as XYZ:
```
125
Properties=species:S:1:pos:R:3
Au 0.034 -0.315 0.446
C -3.497 0.112 -2.381
C -3.038 -1.213 -2.999
C -1.813 -0.965 -3.878
C -2.888 -2.281 -1.932
C -3.993 -3.100 -1.726
C -3.982 -4.125 -0.798
C -2.827 -4.382 -0.082
C -1.695 -3.605 -0.262
C -0.431 -3.952 0.492
C 0.024 -5.374 0.154
C -0.637 -3.782 1.998
C -1.740 -2.518 -1.160
N -0.615 -1.696 -1.216
C 0.438 -2.047 -1.908
C 1.690 -1.334 -1.806
N 1.875 -0.399 -0.914
C 3.100 0.263 -0.797
C 4.107 -0.304 0.007
C 5.344 0.316 0.080
C 5.593 1.493 -0.598
C 4.583 2.072 -1.341
C 3.330 1.485 -1.455
C 2.285 2.247 -2.241
C 1.632 1.458 -3.375
C 1.227 2.805 -1.288
C 3.863 -1.571 0.798
C 4.586 -2.765 0.168
C 4.328 -1.406 2.249
C 2.603 -1.903 -2.790
C 3.891 -1.647 -3.193
C 4.454 -2.464 -4.193
C 3.775 -3.502 -4.783
C 2.446 -3.792 -4.395
C 1.598 -4.815 -4.883
C 0.329 -4.960 -4.378
C -0.196 -4.120 -3.380
C 0.597 -3.110 -2.890
C 1.908 -2.972 -3.406
H -3.819 0.796 -3.162
H -2.677 0.574 -1.840
H -4.334 -0.043 -1.701
H -3.836 -1.573 -3.661
H -1.051 -0.408 -3.341
H -2.110 -0.377 -4.745
H -1.382 -1.899 -4.231
H -4.882 -2.935 -2.316
H -4.862 -4.733 -0.649
H -2.805 -5.206 0.616
H 0.372 -3.276 0.187
H -0.696 -6.114 0.494
H 0.979 -5.586 0.632
H 0.148 -5.489 -0.921
H -1.435 -4.425 2.358
H -0.893 -2.749 2.231
H 0.276 -4.033 2.532
H 6.127 -0.127 0.675
H 6.560 1.968 -0.532
H 4.769 3.007 -1.851
H 2.805 3.098 -2.699
H 0.923 0.733 -2.986
H 2.382 0.935 -3.966
H 1.091 2.138 -4.029
H 0.614 2.000 -0.892
H 0.577 3.502 -1.813
H 1.701 3.327 -0.458
H 2.786 -1.776 0.794
H 5.651 -2.562 0.085
H 4.203 -2.982 -0.827
H 4.455 -3.650 0.788
H 5.410 -1.463 2.320
H 3.911 -2.198 2.869
H 4.019 -0.445 2.653
H 4.472 -0.844 -2.764
H 5.468 -2.259 -4.498
H 4.250 -4.104 -5.544
H 1.957 -5.483 -5.652
H -0.304 -5.749 -4.758
H -1.203 -4.283 -3.022
O -1.527 1.538 -0.074
S -2.634 2.306 0.541
C -3.715 1.028 1.291
C -4.778 1.346 2.115
C -5.549 0.330 2.656
C -5.281 -0.993 2.342
C -4.240 -1.302 1.483
C -3.457 -0.290 0.956
C -1.931 2.981 2.086
C -0.591 2.764 2.347
C -0.033 3.262 3.511
C -0.813 3.978 4.403
C -2.144 4.234 4.110
C -2.700 3.756 2.935
H -4.997 2.374 2.350
H -6.357 0.577 3.326
H -5.875 -1.784 2.772
H -4.027 -2.327 1.223
H -2.621 -0.523 0.313
H 0.003 2.201 1.641
H 1.013 3.092 3.720
H -0.378 4.355 5.316
H -2.752 4.810 4.792
H -3.721 3.994 2.679
O 3.476 0.003 8.639
S 2.538 -0.097 9.730
O 2.384 -1.410 10.321
O 2.471 1.039 10.615
C 0.867 -0.005 8.873
N -0.155 0.124 9.670
C -1.347 0.135 9.071
C -1.474 0.009 7.702
C -0.297 -0.107 6.941
N 0.889 -0.119 7.587
C -0.256 -0.189 5.498
C 0.956 -0.441 4.830
C 0.984 -0.473 3.456
N -0.097 -0.274 2.691
C -1.253 -0.048 3.320
C -1.385 0.000 4.686
H -2.205 0.251 9.719
H -2.446 -0.012 7.241
H 1.847 -0.595 5.416
H 1.896 -0.666 2.919
H -2.112 0.090 2.689
H -2.354 0.201 5.107
```

The relative energy (zero: lowest compared OMol25 entry of this formula, charge and spin) comes out at 16.99 kcal/mol. The calculation puts the total energy at -101018.7365 eV. The calculation puts the LUMO energy (spin up / spin down) at -1.20 / -3.82 eV. As for the spin multiplicity: 3. The value obtained for the gap between HOMO and LUMO (spin up / spin down) is 5.9 / 3.3 eV.